Record 1
C4H2F2O | ωB97M-V with the def2-TZVPD basis set

```
9
Properties=species:S:1:pos:R:3:forces:R:3
C -1.91816 0.66086 -1.93896 -0.22 0.57 -1.38
C -1.30063 0.08880 -0.97121 -0.70 0.33 -0.54
C -1.24014 -0.88050 0.07133 2.99 -2.12 1.86
C -0.68074 0.23613 0.35532 -1.96 0.80 0.95
O 2.00599 0.03136 0.09941 -6.82 -1.33 -1.73
F -1.07540 -2.11780 0.47801 -1.26 -0.30 -0.87
F -0.60110 1.12334 1.29558 1.02 0.65 -0.04
H 2.84663 -0.04173 0.23965 8.25 -2.05 0.94
H 1.96354 0.89955 0.37086 -1.29 3.46 0.81
```
Positions in Å, forces in eV/Å.

Kohn-Sham gap = 0.3009 Ha
max |F| = 0.16626 Eh/bohr
electronic energy = -11653.5937 eV
2S+1 = 1

***

Record 2
C4H2F7N | ωB97M-V with the def2-TZVPD basis set

```
14
Properties=species:S:1:pos:R:3:forces:R:3
C -0.20264 1.93346 0.59255 -0.46 1.52 1.30
C 0.39705 0.88452 0.07585 -2.64 -2.83 -1.18
C -1.09734 -0.66121 -0.56751 0.92 3.40 2.94
C 1.80713 0.39021 -0.16238 -1.73 -1.16 0.76
N -0.76825 -1.94674 0.08103 0.68 -1.67 -1.35
F -1.05581 -0.87661 -1.84414 0.02 -0.05 -0.27
F -2.23879 0.07509 -0.24827 1.09 -1.78 -0.34
F 1.96916 -0.37302 -1.26253 -0.17 1.03 0.05
F 2.56956 1.44945 -0.16971 1.48 0.60 -0.35
F 2.16060 -0.43463 0.84996 0.17 0.45 0.09
F -1.47988 -3.03125 -0.52166 0.09 1.28 -0.03
F -0.99473 -2.23071 1.38568 -0.45 1.63 0.10
H 0.26495 2.92377 1.06017 -0.58 -2.44 -1.33
H -1.33101 1.89767 0.73095 1.58 0.01 -0.39
```
Positions in Å, forces in eV/Å.

Kohn-Sham gap = 0.3761 Ha
max |F| = 0.08926 Eh/bohr
electronic energy = -24685.3093 eV
2S+1 = 1

***

Record 3
C4H2FMgO4Rb | ωB97M-V with the def2-TZVPD basis set

```
13
Properties=species:S:1:pos:R:3:forces:R:3
O -0.20749 -3.13450 -1.40753 0.36 1.90 2.15
C -0.48062 -3.93085 -2.20455 -1.01 -3.36 -2.85
O -0.74922 -4.75495 -2.97369 0.56 1.79 1.44
O -0.65520 2.38028 0.44604 -0.15 -0.23 -0.36
C -0.31563 2.10266 1.66142 0.23 0.95 0.58
C -0.58952 1.19306 -0.40296 -0.18 -0.20 -0.40
O 0.10515 0.85484 1.74287 -0.07 -1.23 -0.07
C 0.20740 0.21924 0.43239 0.52 0.71 0.19
Rb 3.08841 4.24025 4.05699 -0.07 0.06 0.01
H -0.09618 1.45737 -1.34316 -0.10 -0.09 0.23
H -1.62091 0.87072 -0.58104 0.17 0.11 -0.02
F 1.57213 0.38020 0.10970 -0.57 -0.50 -0.04
Mg -0.25832 -1.87831 0.46351 0.30 0.08 -0.85
```
Positions in Å, forces in eV/Å.

Kohn-Sham gap = 0.2453 Ha
max |F| = 0.08793 Eh/bohr
electronic energy = -21171.4100 eV
2S+1 = 1
total charge = +2

***

Record 4
C4H2FeO2 | ωB97M-V with the def2-TZVPD basis set

```
9
Properties=species:S:1:pos:R:3:forces:R:3
O -1.52294 -1.43021 -1.48783 0.99 2.07 1.24
C -1.17750 -0.45548 -0.92598 -0.85 -1.81 -1.46
C -0.78498 0.68451 -0.35318 1.07 -1.08 1.21
C -1.69083 1.73832 -0.04978 -0.31 1.15 -0.71
H -1.51612 2.39690 0.80174 -0.17 -0.15 -0.36
H -2.30838 2.08908 -0.89428 0.04 -0.11 0.85
O 2.25978 -0.89239 0.00602 0.14 0.02 0.18
C 2.92816 -1.70396 -0.42083 0.30 -0.37 -0.23
Fe 0.90560 0.50916 0.72030 -1.22 0.28 -0.71
```
Positions in Å, forces in eV/Å.

Kohn-Sham gap (alpha / beta) = 0.1908 / 0.2700 Ha
⟨S²⟩ = 8.7763
max |F| = 0.05069 Eh/bohr
electronic energy = -42649.7748 eV
2S+1 = 6
total charge = +1